Run one
{"formula": "C4H9NO", "method": "the ωB97M-V functional and the def2-TZVPD basis", "charge": 0, "gap_ev": 10.662, "multiplicity": 1, "smiles": "CC/N=C/OC", "lumo_energy_ev": 1.075, "elements": ["C", "C", "N", "C", "O", "C", "H", "H", "H", "H", "H", "H", "H", "H", "H"], "xyz": [[2.17302, 0.14232, 0.72287], [1.40427, -0.05340, -0.64972], [-0.05354, -0.10598, -0.69930], [-0.59484, 0.00598, 0.43241], [-1.90534, -0.00472, 0.68794], [-2.76697, -0.10396, -0.43823], [1.70254, -0.01851, 1.70713], [3.00380, -0.56284, 0.73360], [2.56467, 1.16115, 0.78922], [1.75187, -0.96896, -1.14524], [1.69930, 0.76241, -1.32379], [0.01040, 0.13080, 1.32411], [-3.77918, -0.05503, -0.03496], [-2.61705, -1.04937, -0.96818], [-2.59296, 0.72011, -1.13786]], "lowdin_charge": [-0.097, -0.256, 0.051, -0.280, -0.087, -0.085, 0.053, 0.062, 0.067, 0.099, 0.101, 0.108, 0.088, 0.089, 0.089]}

Run two
{"formula": "C4H9NO", "method": "the ωB97M-V functional and the def2-TZVPD basis", "charge": 0, "gap_ev": 10.145, "multiplicity": 1, "smiles": "COC[C@H]1CN1", "lumo_energy_ev": 1.019, "elements": ["C", "O", "C", "C", "C", "N", "H", "H", "H", "H", "H", "H", "H", "H", "H"], "xyz": [[2.31617, 0.47827, -0.14486], [0.91037, 0.50051, -0.00985], [0.30160, -0.76796, 0.13141], [-1.22902, -0.63996, 0.00107], [-2.17976, 0.41695, 0.45747], [-1.68864, 0.39429, -0.92028], [2.65247, -0.10170, -1.02037], [2.81279, 0.07086, 0.74893], [2.63965, 1.51506, -0.27691], [0.62702, -1.25238, 1.06587], [0.64994, -1.42190, -0.69310], [-1.76253, -1.58461, -0.02628], [-1.89308, 1.16610, 1.18509], [-3.24856, 0.17687, 0.47283], [-0.90841, 1.04959, -0.97101]], "lowdin_charge": [-0.107, -0.215, -0.181, -0.284, -0.151, 0.015, 0.091, 0.089, 0.090, 0.123, 0.126, 0.124, 0.099, 0.099, 0.082]}

Least stable structure: run two

Run one
{"formula": "C4H9NO", "method": "the ωB97M-V functional and the def2-TZVPD basis", "charge": 0, "gap_ev": 10.500, "multiplicity": 1, "smiles": "C=CC.NC=O", "lumo_energy_ev": 0.939, "elements": ["C", "C", "C", "H", "H", "H", "H", "H", "H", "C", "N", "O", "H", "H", "H"], "xyz": [[-1.48950, 0.90291, -0.75045], [-1.07053, 1.14723, 0.66956], [-0.93797, 0.18483, 1.56954], [-0.82139, 1.40577, -1.45997], [-1.46185, -0.15612, -1.00010], [-2.49174, 1.29481, -0.93042], [-0.90523, 2.18547, 0.94254], [-0.67396, 0.46947, 2.58126], [-1.07607, -0.85155, 1.28697], [1.51770, -1.21387, -1.06538], [2.05065, -0.92469, 0.15246], [0.93374, -2.23914, -1.32224], [1.63666, -0.37890, -1.77500], [2.03398, -1.61660, 0.88328], [2.75551, -0.20964, 0.21794]], "lowdin_charge": [-0.122, -0.253, -0.031, 0.068, 0.066, 0.071, 0.089, 0.048, 0.059, -0.438, 0.116, 0.008, 0.124, 0.103, 0.092]}

Run two
{"formula": "C4H9NO", "method": "the ωB97M-V functional and the def2-TZVPD basis", "charge": 0, "gap_ev": 9.711, "multiplicity": 1, "smiles": "C1COCCN1", "lumo_energy_ev": 1.134, "elements": ["C", "C", "C", "C", "H", "H", "H", "H", "H", "H", "H", "H", "H", "N", "O"], "xyz": [[0.37240, 1.20507, 0.55301], [0.52538, -0.13029, 1.28711], [-0.06220, -1.29995, -0.59556], [-0.37137, 0.04463, -1.32476], [1.31206, 1.45209, 0.07304], [0.14242, 1.94057, 1.34163], [1.22936, -0.07550, 2.09855], [-0.44440, -0.37243, 1.80540], [0.29237, -2.06175, -1.29834], [-1.02679, -1.69268, -0.15307], [-1.16734, -0.08055, -2.10489], [0.53824, 0.38343, -1.85556], [-1.53746, 0.81193, 0.15923], [-0.70048, 1.06963, -0.42783], [0.89778, -1.19420, 0.44204]], "lowdin_charge": [-0.201, -0.232, -0.202, -0.245, 0.117, 0.121, 0.111, 0.130, 0.117, 0.129, 0.129, 0.123, 0.130, -0.096, -0.133]}

Least stable structure: run two

Run one
{"formula": "C4H9NO", "method": "the ωB97M-V functional and the def2-TZVPD basis", "charge": 0, "gap_ev": 9.281, "multiplicity": 1, "smiles": "CN(C)/C=C\\O", "lumo_energy_ev": 0.892, "elements": ["C", "N", "C", "C", "C", "O", "H", "H", "H", "H", "H", "H", "H", "H", "H"], "xyz": [[-0.65530, -1.50258, 0.70917], [0.28023, -0.83106, -0.18687], [0.04660, -0.95047, -1.59949], [1.02357, 0.28408, 0.25814], [0.49972, 1.49171, 0.49174], [-0.87965, 1.68853, 0.51769], [-0.47200, -1.09108, 1.70045], [-0.34988, -2.55041, 0.72474], [-1.70149, -1.34538, 0.44234], [0.92436, -1.25756, -2.18115], [-0.32543, -0.03931, -2.09052], [-0.61944, -1.79035, -1.81207], [2.08353, 0.12144, 0.43881], [1.19696, 2.22623, 0.88274], [-0.66349, 1.24735, -0.35567]], "lowdin_charge": [-0.073, -0.285, -0.101, -0.142, -0.203, 0.000, 0.088, 0.080, 0.082, 0.080, 0.082, 0.084, 0.109, 0.114, 0.084]}

Run two
{"formula": "C4H9NO", "method": "the ωB97M-V functional and the def2-TZVPD basis", "charge": 0, "gap_ev": 10.554, "multiplicity": 1, "smiles": "CCN(C)C=O", "lumo_energy_ev": 1.009, "elements": ["C", "N", "C", "C", "C", "O", "H", "H", "H", "H", "H", "H", "H", "H", "H"], "xyz": [[-0.47258, 0.16723, 1.12246], [-0.42459, 0.04935, -0.33317], [0.85615, -0.57036, -0.71129], [2.17040, 0.36292, -0.65047], [-1.55616, -0.78843, -0.81917], [-0.81999, 1.14205, 1.69892], [-0.06999, -0.75600, 1.62849], [1.20369, -1.60618, -0.20992], [0.62498, -0.84900, -1.83618], [2.05900, 1.39232, -1.07834], [3.06726, -0.11250, -1.07956], [2.34442, 0.48010, 0.39938], [-1.57008, -1.83051, -0.25294], [-1.64687, -0.92331, -1.92330], [-2.46729, -0.30496, -0.55597]], "lowdin_charge": [-0.322, -0.191, -0.275, -0.086, -0.097, 0.106, 0.143, 0.140, 0.128, 0.081, 0.066, 0.038, 0.119, 0.092, 0.060]}

Least stable structure: run one

Run one
{"formula": "C4H5NO2", "method": "the ωB97M-V functional and the def2-TZVPD basis", "charge": 0, "gap_ev": 8.335, "multiplicity": 1, "lumo_energy_ev": 0.273, "elements": ["C", "C", "N", "C", "O", "C", "O", "H", "H", "H", "H", "H"], "xyz": [[0.33494, -0.17526, -1.10976], [0.46307, 0.80823, 0.79069], [-0.51256, 1.68260, 0.90578], [0.48611, -1.72828, 0.93373], [-0.79970, 0.38854, -1.60430], [0.20046, -0.52906, 0.44009], [1.21458, -0.58640, -1.81937], [-0.71298, 0.46376, -2.56593], [-0.29853, 2.65054, 1.07204], [-1.47632, 1.47862, 0.64406], [0.69265, -1.84101, 1.98871], [0.40827, -2.61228, 0.32425]], "lowdin_charge": [-0.488, -0.080, 0.090, 0.056, 0.086, -0.264, 0.130, 0.129, 0.098, 0.115, 0.064, 0.066]}

Run two
{"formula": "C4H5NO2", "method": "the ωB97M-V functional and the def2-TZVPD basis", "charge": 0, "gap_ev": 10.002, "multiplicity": 1, "smiles": "CN1C(=O)[C@H]1C=O", "lumo_energy_ev": 0.416, "elements": ["C", "C", "C", "C", "N", "O", "O", "H", "H", "H", "H", "H"], "xyz": [[1.11176, -0.71317, -0.60984], [1.96712, -1.29516, 0.58258], [1.19750, 0.62382, -1.33358], [-0.59701, 1.04248, 0.48320], [0.20785, 0.39942, -0.51846], [1.66410, 1.35166, -2.16250], [1.68392, -1.32766, 1.75645], [0.60861, -1.43008, -1.11434], [2.83203, -1.66551, -0.01118], [-1.25583, 1.81254, -0.04293], [-1.06256, 0.20236, 1.10574], [0.09802, 1.58538, 1.29292]], "lowdin_charge": [-0.078, -0.179, -0.390, -0.044, -0.042, 0.113, 0.067, 0.095, 0.122, 0.106, 0.107, 0.123]}

Run three
{"formula": "C4H5NO2", "method": "the ωB97M-V functional and the def2-TZVPD basis", "charge": 0, "gap_ev": 9.934, "multiplicity": 1, "smiles": "COC#[N+][O-].C#C", "lumo_energy_ev": 0.626, "elements": ["C", "O", "C", "N", "O", "C", "C", "H", "H", "H", "H", "H"], "xyz": [[-0.42781, 1.97223, -0.02412], [0.25264, 1.40554, 1.12120], [-0.04034, 0.15248, 1.30977], [-0.50768, -0.90034, 1.40933], [-0.87336, -2.07292, 1.47563], [0.93705, -1.89425, -0.89222], [1.60160, -1.20971, -1.62677], [-0.15562, 1.40718, -0.91883], [-1.50734, 1.93487, 0.14408], [-0.08488, 3.00407, -0.08992], [0.33430, -2.45836, -0.20052], [2.21760, -0.64999, -2.29475]], "lowdin_charge": [-0.018, -0.022, -0.117, -0.092, -0.061, -0.004, -0.002, 0.090, 0.102, 0.097, 0.012, 0.014]}

Run four
{"formula": "C4H5NO2", "method": "the ωB97M-V functional and the def2-TZVPD basis", "charge": 0, "gap_ev": 8.203, "multiplicity": 1, "smiles": "Oc1cccn1O", "lumo_energy_ev": 0.432, "elements": ["C", "C", "C", "C", "N", "O", "O", "H", "H", "H", "H", "H"], "xyz": [[-1.47592, -0.48415, 0.17131], [-0.48485, -1.49426, -0.01162], [-0.99589, 0.76222, 0.03838], [0.72813, -0.81938, -0.12571], [0.35404, 0.59021, 0.01291], [1.96742, -1.07290, -0.26697], [1.31738, 1.61489, -0.10275], [-2.57858, -0.57413, 0.10264], [-0.77664, -2.48380, 0.30689], [-1.39225, 1.68059, 0.30378], [2.38138, -0.17682, 0.00326], [0.95578, 2.45755, -0.43213]], "lowdin_charge": [-0.144, -0.027, -0.118, -0.339, -0.102, 0.119, 0.019, 0.110, 0.099, 0.095, 0.166, 0.123]}

Least stable structure: run three